# 1
A structure of composition C10H9Br2NOTc. Source: the Open Molecules 2025 dataset; level of theory: the ωB97M-V functional and the def2-TZVPD basis.

Positions of all 24 atoms, in Å:
Tc1 0.066 0.164 -2.210
C1 -0.549 0.142 -4.191
H1 0.562 0.217 -4.117
H2 -0.835 -0.805 -4.657
H3 -0.880 0.978 -4.819
H4 -1.303 0.338 -3.091
H5 -1.445 0.693 -2.035
Br1 -0.319 -4.241 0.296
C2 -0.028 -2.526 1.022
C3 0.294 -2.316 2.361
C4 0.505 -1.041 2.891
Br2 1.027 -0.869 4.719
C5 0.349 0.138 2.104
C6 0.541 1.471 2.503
C7 0.408 2.488 1.577
C8 0.135 2.197 0.231
N1 -0.026 0.916 -0.177
C9 0.012 -0.082 0.730
C10 -0.113 -1.394 0.163
O1 -0.163 -1.451 -1.158
H6 0.389 -3.178 3.007
H7 0.797 1.671 3.540
H8 0.529 3.534 1.857
H9 0.047 2.956 -0.547

Atoms 1-2, force components in eV/Å:
0.7 0.9 3.4
-0.6 -0.1 -1.3

Summary:
<S²> = 3.7824
2S+1 = 4
E = -156315.7505 eV
Orbital gap (alpha / beta) = 0.261 / 0.222 Ha
Charge = +2
HOMO level (alpha / beta) = -15.7880 / -16.4251 eV


# 2
The ion C10H9BrClN2O with charge +1. Source: the Open Molecules 2025 dataset; level of theory: the ωB97M-V functional and the def2-TZVPD basis.

Positions of all 24 atoms, in Å:
Cl1 0.328 2.365 0.047
C1 1.484 1.154 -0.051
N1 2.536 0.829 0.719
C2 3.219 -0.188 0.062
Br1 4.920 -0.810 0.484
C3 2.574 -0.559 -1.091
N2 1.512 0.292 -1.203
O1 0.522 0.379 -2.117
C4 -0.513 -0.632 -1.901
C5 -1.234 -0.306 -0.567
C6 -0.948 -1.124 0.506
C7 -1.486 -0.909 1.727
C8 -2.347 0.165 1.959
C9 -2.642 0.954 0.853
C10 -2.097 0.748 -0.414
H1 2.796 1.178 1.649
H2 2.709 -1.310 -1.743
H3 -0.226 -1.752 -1.747
H4 -1.046 -0.354 -2.799
H5 -0.230 -1.927 0.322
H6 -1.346 -1.570 2.624
H7 -2.691 0.224 2.958
H8 -3.425 1.772 0.978
H9 -2.366 1.381 -1.255

Atoms 1-2, force components in eV/Å:
1.0 0.0 0.6
-0.4 -1.5 -2.7

Summary:
SMILES = Clc1[nH+]c(Br)cn1OCc1ccccc1
E = -98098.8490 eV
Orbital gap = 0.334 Ha
Charge = +1
HOMO level = -12.7087 eV


# 3
A cluster of 2 separate species, C10H9BrNO6PS in total. Source: the Open Molecules 2025 dataset; level of theory: the ωB97M-V functional and the def2-TZVPD basis.

Positions of all 29 atoms, in Å:
O1 -2.148 -0.069 -3.323
S1 -2.919 -1.174 -2.650
O2 -4.405 -0.792 -2.707
C1 -2.454 -1.489 -0.880
C2 -1.280 -0.573 -0.313
C3 0.244 -0.760 -0.629
C4 1.354 0.176 0.019
C5 1.015 1.338 1.021
C6 2.145 2.257 1.708
C7 1.615 3.352 2.697
N1 0.179 3.558 2.958
Br1 -0.314 4.897 4.172
C8 -0.873 2.716 2.321
C9 -0.539 1.546 1.314
C10 -1.652 0.617 0.668
H1 -2.838 -2.405 -3.340
H2 -3.420 -1.335 -0.255
H3 -2.176 -2.609 -0.776
H4 0.606 -1.595 -1.331
H5 2.465 0.035 -0.220
H6 3.259 2.107 1.513
H7 2.391 4.014 3.241
H8 -1.985 2.888 2.542
H9 -2.734 0.838 0.955
O3 3.824 -2.619 -0.903
P1 2.894 -3.508 -1.741
O4 1.677 -3.913 -0.895
O5 3.646 -4.769 -2.189
O6 2.423 -2.730 -2.978

Atoms 1-2, force components in eV/Å:
-0.7 -3.5 1.7
-2.9 4.8 -1.9

Summary:
E = -114445.8734 eV
Orbital gap = 0.086 Ha
Charge = -2
HOMO level = 0.3514 eV


# 4
The molecule C10H9BrO2S. Source: the Open Molecules 2025 dataset; level of theory: the ωB97M-V functional and the def2-TZVPD basis.

Positions of all 23 atoms, in Å:
C1 1.636 -1.969 -0.070
C2 2.993 -1.591 -0.021
C3 2.332 0.787 0.019
C4 0.995 0.377 0.216
C5 0.662 -0.986 0.098
C6 3.275 -0.239 -0.107
C7 -0.134 1.324 0.232
C8 -1.603 0.393 0.112
C9 -2.213 0.461 -1.282
C10 -2.519 0.986 1.178
O1 -0.245 2.518 0.250
O2 -1.481 -2.268 -0.498
S1 -1.105 -1.340 0.523
Br1 5.099 0.240 0.066
H1 1.301 -2.952 -0.020
H2 3.878 -2.358 0.082
H3 2.423 1.946 0.020
H4 -1.489 0.722 -1.966
H5 -3.145 1.149 -1.332
H6 -2.532 -0.610 -1.618
H7 -3.146 0.231 1.411
H8 -3.001 1.846 0.663
H9 -1.980 1.333 2.041

Atoms 1-2, force components in eV/Å:
0.4 1.8 1.0
0.2 -1.6 -0.5

Summary:
Energy relative to the best compared isomer or geometry (same formula, charge and spin) = 0.0 kcal/mol
E = -95486.3049 eV
Orbital gap = 0.313 Ha
Charge = 0
HOMO level = -9.1741 eV